152
Properties=species:S:1:pos:R:3:forces:R:3:lowdin_charge:R:1 method="wB97M-V/def2-TZVPD" max_force_ev_per_a=2.7 homo_energy_ev=-5.314 total_charge=-1 gap_ha=0.2586
C -1.13599 3.85240 2.93642 -0.43 -0.17 -0.31 -0.070
C -1.27696 2.58721 2.07452 0.09 0.72 1.11 -0.310
O -0.31857 2.51095 1.03267 -0.67 -0.43 0.07 -0.139
C -0.43892 1.15223 0.49590 -0.07 1.30 0.45 -0.188
C 0.62975 0.31738 1.18133 -0.06 -0.02 -0.09 -0.079
C 0.90593 -1.05428 0.51139 -0.06 0.54 0.21 -0.215
C -0.47056 -1.55685 -0.04543 -0.65 -1.24 -0.99 -0.694
O -0.50807 -2.09110 -1.17420 0.95 0.12 -0.70 -0.017
O -1.47046 -1.46590 0.67003 -0.45 0.69 1.52 -0.003
C 1.35034 -2.07959 1.61035 -0.91 -0.44 0.10 -0.207
C 0.60002 -3.41028 1.69213 1.35 -0.82 0.24 -0.071
C 0.89028 -4.38782 0.53158 -0.58 -0.18 0.91 -0.352
C 1.50264 -5.70089 1.03326 -0.18 0.96 -0.40 -0.041
F -0.34382 -4.73869 -0.02241 -0.17 -0.19 -0.61 -0.048
O 2.75733 -2.51342 1.48461 0.91 0.23 -0.67 -0.191
S 3.74626 -1.28639 1.38143 0.64 1.62 2.04 0.702
O 3.39476 -0.32393 2.38621 -0.94 0.11 -0.34 -0.243
O 5.13223 -1.64014 1.50887 -0.27 -1.38 -1.21 -0.254
C 3.35471 -0.61361 -0.31736 -0.27 -0.21 0.52 -0.417
N 4.35062 -1.19392 -1.21866 -0.20 -0.74 -0.26 0.189
C 4.38713 -2.40913 -1.31507 -0.53 -0.90 0.72 -0.282
O 4.37240 -3.58183 -1.32640 0.47 1.21 -0.55 0.197
O 3.55663 0.74332 -0.14667 0.31 -0.35 -0.51 -0.073
C 4.19966 1.43915 -1.21742 0.24 1.17 0.28 -0.154
C 5.72457 1.61633 -1.02909 0.19 0.64 -0.13 -0.277
C 6.08826 3.12616 -1.17649 0.33 -1.12 -0.45 -0.068
C 6.67325 0.83212 -1.96575 0.69 -1.07 0.11 -0.363
C 7.30832 -0.44527 -1.30574 -0.70 0.57 -0.14 -0.059
C 6.12257 0.48396 -3.36015 0.15 1.05 0.52 -0.109
C 1.89063 -0.97532 -0.69731 -0.50 -0.01 0.30 -0.140
C 1.40521 -0.02591 -1.79686 0.28 0.30 -0.80 -0.141
C 1.95577 -0.43081 -3.18399 -0.74 0.64 0.26 -0.185
C 1.76446 0.68127 -4.23222 0.42 -0.71 -0.62 -0.213
S 0.02381 0.96252 -4.57802 -0.53 -0.11 1.36 0.603
O -0.75194 -0.18151 -4.21506 0.29 -0.61 -0.57 -0.274
O -0.42883 2.17378 -3.95425 0.37 0.66 -0.59 -0.296
O -0.04560 1.13100 -6.18724 0.38 0.13 0.53 -0.171
H -1.76255 4.63984 2.50673 0.47 0.29 -0.06 0.061
H -0.10272 4.16792 3.07504 -0.02 0.05 -0.14 0.072
H -1.56828 3.65470 3.92122 0.13 -0.10 0.00 0.034
H -1.19869 1.73482 2.76039 0.17 -0.15 -0.22 0.106
H -2.30060 2.59469 1.69329 0.08 -0.22 -0.25 0.076
H -1.44625 0.85134 0.75176 0.15 -0.58 -0.15 0.074
H -0.39179 1.21585 -0.59055 0.26 0.05 0.14 0.113
H 1.51162 0.94929 1.29240 0.15 -0.23 -0.29 0.116
H 0.29160 0.15202 2.20735 -0.08 -0.14 -0.08 0.124
H 1.29224 -1.64599 2.60659 -0.04 0.36 -0.19 0.141
H -0.45833 -3.32964 1.91826 -0.04 0.36 -0.43 0.125
H 1.03983 -3.91364 2.56381 -0.16 0.23 0.13 0.117
H 1.50551 -3.92952 -0.24192 -0.16 0.01 -0.14 0.124
H 1.79873 -6.27442 0.15395 0.12 -0.28 0.25 0.075
H 2.35549 -5.43719 1.66109 0.15 -0.32 -0.13 0.080
H 0.73470 -6.20340 1.62432 0.36 -0.07 -0.14 0.026
H 3.89246 1.11174 -2.20683 0.16 -0.44 0.11 0.079
H 3.77667 2.44499 -1.16029 -0.15 -0.12 0.16 0.116
H 5.98506 1.37005 0.00449 -0.32 -0.26 -0.03 0.141
H 6.09033 3.33606 -2.24715 -0.26 0.42 0.07 0.045
H 7.13035 3.22625 -0.86271 -0.15 0.31 0.26 0.074
H 5.41352 3.77721 -0.62592 0.10 0.11 -0.02 0.080
H 7.53925 1.48035 -2.15042 -0.19 0.13 -0.04 0.112
H 7.23770 -1.25475 -2.03473 0.16 -0.23 0.28 0.060
H 8.35459 -0.28830 -1.03826 -0.01 0.00 -0.05 0.068
H 6.75989 -0.71080 -0.40224 0.12 -0.23 -0.06 0.049
H 5.14409 0.01219 -3.34877 0.16 -0.28 0.08 0.038
H 6.84849 -0.13880 -3.88296 -0.09 -0.02 -0.07 0.064
H 6.00022 1.41398 -3.92242 -0.05 -0.15 -0.18 0.051
H 1.82354 -1.97966 -1.13157 0.40 0.04 0.03 0.138
H 1.63146 1.02447 -1.58769 0.28 -0.13 0.15 0.127
H 0.32584 -0.05033 -1.91967 0.05 -0.38 0.32 0.088
H 1.37388 -1.30245 -3.49176 0.31 -0.17 -0.05 0.122
H 3.02258 -0.65340 -3.16763 -0.08 -0.10 -0.05 0.085
H 2.25080 0.35552 -5.15712 -0.27 0.08 -0.10 0.089
H 2.26594 1.60707 -3.94969 -0.45 0.20 0.07 0.066
H -0.82034 1.69498 -6.32362 -0.03 0.10 -0.17 0.082
C -3.60905 -0.22329 -1.64574 0.08 0.14 -0.01 -0.042
C -3.53030 1.03888 -0.91186 0.16 -0.21 -0.01 -0.230
N -3.41340 2.01367 -0.31521 -0.40 0.09 -0.27 0.160
H -4.24654 -0.92016 -1.10653 0.07 -0.03 0.06 0.085
H -4.02127 -0.04750 -2.63853 0.02 0.04 0.00 0.078
H -2.61065 -0.65799 -1.73780 0.02 -0.08 0.11 0.068
C -4.55133 3.21989 5.39453 0.11 -0.05 0.05 -0.064
C -3.46297 2.24321 5.41646 -0.09 0.04 -0.02 -0.293
N -2.60876 1.47624 5.43737 -0.03 0.04 0.10 0.151
H -5.05320 3.23080 6.36091 -0.05 0.00 -0.01 0.042
H -4.15234 4.21145 5.18616 0.01 -0.01 -0.04 0.079
H -5.27125 2.95684 4.62219 0.01 0.00 -0.01 0.085
C -2.57751 -6.63817 -1.83857 0.07 -0.14 -0.05 -0.047
C -2.70694 -8.05340 -2.18482 0.02 0.10 0.06 -0.261
N -2.80399 -9.16679 -2.45187 0.02 0.02 0.00 0.117
H -3.14441 -6.42433 -0.93535 0.04 0.03 0.03 0.082
H -1.53091 -6.39198 -1.66256 -0.02 0.07 0.08 0.080
H -2.95652 -6.02145 -2.65079 0.01 0.01 0.00 0.087
C -3.64269 5.17621 -1.51372 -0.09 0.18 0.10 -0.066
C -4.48243 6.35653 -1.30484 0.10 -0.11 -0.05 -0.262
N -5.14322 7.28168 -1.14136 0.01 -0.04 0.02 0.122
H -3.69321 4.52224 -0.64459 0.03 -0.08 -0.05 0.051
H -3.98677 4.62781 -2.38773 0.00 -0.03 0.02 0.082
H -2.60952 5.48032 -1.66888 0.01 -0.02 0.01 0.087
C -5.94302 -0.02006 8.23464 -0.01 0.14 -0.02 -0.069
C -6.40502 1.36826 8.17864 0.01 -0.14 0.03 -0.284
N -6.78524 2.45135 8.13705 0.08 -0.07 -0.04 0.122
H -5.92241 -0.35578 9.26906 0.04 0.02 0.01 0.081
H -6.61807 -0.65725 7.66653 -0.02 0.03 -0.02 0.079
H -4.94061 -0.09734 7.81681 0.02 0.05 0.03 0.075
C -1.24250 -11.74759 0.13483 0.08 0.13 0.04 -0.072
C -0.76542 -10.63173 0.95426 -0.05 -0.11 -0.11 -0.276
N -0.38694 -9.75796 1.59543 -0.08 -0.05 0.03 0.140
H -1.22160 -11.46743 -0.91671 -0.03 0.03 0.00 0.070
H -0.60577 -12.61703 0.28600 0.01 0.01 0.01 0.078
H -2.26312 -12.00170 0.41315 -0.01 0.01 -0.01 0.078
C -7.62935 8.82182 0.57979 0.03 0.12 0.18 -0.075
C -7.46885 10.05315 1.35403 -0.05 -0.10 -0.07 -0.268
N -7.34509 11.01999 1.96076 0.03 -0.02 -0.02 0.125
H -8.28921 8.13738 1.10984 -0.02 0.02 0.02 0.081
H -8.05985 9.05129 -0.39234 0.03 0.00 -0.02 0.082
H -6.66263 8.34458 0.43305 0.00 0.02 -0.09 0.034
C -4.71473 13.19973 2.74114 0.01 0.18 0.16 -0.084
C -4.31009 14.36443 3.53174 -0.01 -0.10 -0.08 -0.290
N -3.99341 15.27751 4.15158 -0.02 -0.04 -0.03 0.110
H -4.66430 13.43767 1.68086 -0.01 -0.01 -0.01 0.080
H -4.05126 12.36316 2.94994 0.00 -0.01 0.00 0.081
H -5.73439 12.91450 2.99163 0.00 -0.05 -0.05 0.050
C -1.73356 3.85927 8.69846 -0.06 -0.13 0.01 -0.066
C -2.34776 2.61441 9.15909 0.03 0.06 -0.11 -0.281
N -2.83143 1.63405 9.50726 -0.06 0.02 0.03 0.131
H -2.44676 4.67663 8.78634 -0.01 0.00 0.01 0.081
H -0.85670 4.08365 9.30215 0.01 0.00 0.00 0.080
H -1.43320 3.75582 7.65701 0.00 -0.04 -0.01 0.076
C -3.37895 -7.70547 2.87789 0.15 0.04 -0.01 -0.070
C -2.13686 -6.93907 2.79609 -0.06 -0.02 -0.01 -0.255
N -1.16673 -6.33098 2.73141 -0.26 -0.03 0.21 0.179
H -3.15023 -8.75686 3.04202 0.03 0.00 -0.02 0.072
H -3.98611 -7.33745 3.70260 -0.01 0.01 -0.01 0.078
H -3.93841 -7.60264 1.95000 -0.01 0.00 0.00 0.073
C 6.33287 -1.99487 -6.69713 -0.08 0.13 0.09 -0.059
C 5.60401 -0.78128 -6.32789 0.00 -0.09 -0.12 -0.262
N 5.03476 0.17172 -6.03787 -0.11 -0.07 -0.30 0.158
H 6.30779 -2.70468 -5.87228 0.00 0.00 0.01 0.084
H 5.87355 -2.44893 -7.57270 -0.01 -0.01 0.00 0.080
H 7.36826 -1.74847 -6.92404 0.00 0.00 0.01 0.082
C -1.32765 -10.13049 -5.49257 0.10 -0.15 0.03 -0.077
C -0.25169 -11.12220 -5.53653 -0.08 0.09 -0.02 -0.288
N 0.59085 -11.90124 -5.57214 -0.05 0.03 0.00 0.112
H -1.81380 -10.15215 -4.51844 0.00 0.04 0.01 0.036
H -0.92117 -9.13577 -5.66397 0.01 0.00 0.01 0.082
H -2.06391 -10.35130 -6.26304 0.01 -0.01 -0.01 0.079
C 5.30204 5.04889 -5.21799 -0.06 -0.09 0.10 -0.055
C 4.53689 4.11656 -4.39226 -0.03 0.05 -0.09 -0.237
N 3.93642 3.38503 -3.74413 -0.01 0.09 -0.14 0.196
H 6.34975 4.75396 -5.23096 0.00 -0.01 0.00 0.082
H 4.91622 5.04119 -6.23528 0.00 -0.01 0.00 0.082
H 5.21894 6.05479 -4.81135 0.00 0.00 0.01 0.083